[1]
Here is an isolated ion of composition C5H14N2 and charge +2 from the Open Molecules 2025 dataset. Energies are from ωB97M-V with the def2-TZVPD basis set.

Output
total charge = +2

Positions of all 21 atoms, in Å:
C1 -1.8066 -1.0578 -1.5583
C2 -0.4542 -0.7096 -0.9746
C3 -0.3214 -0.5064 0.5749
C4 0.7707 0.4338 1.0006
C5 0.3296 1.5625 1.5157
N1 1.2617 2.7479 1.8174
N2 0.5272 -1.9152 -1.2843
H1 -1.9264 -0.4694 -2.5082
H2 -1.8831 -1.9802 -2.1534
H3 -2.6772 -0.8664 -0.8937
H4 -0.0055 0.0673 -1.5725
H5 -0.2585 -1.5353 0.9063
H6 -1.2968 -0.0898 0.8783
H7 1.7977 0.0887 0.8474
H8 -0.6640 1.9114 1.7322
H9 0.7629 3.6359 1.8531
H10 2.0404 2.7248 1.1416
H11 1.7235 2.6915 2.7403
H12 1.4923 -1.8136 -0.9581
H13 0.4253 -2.1694 -2.2766
H14 0.1625 -2.7509 -0.8280



[2]
Here is a 2-piece molecular cluster, C5H14N2O overall from the Open Molecules 2025 dataset. Energies are from ωB97M-V with the def2-TZVPD basis set.

Output
total charge = -1
<S²> = 0.7524
spin multiplicity = 2

Positions of all 22 atoms, in Å:
C1 -0.9423 -0.2786 -0.5749
C2 0.2839 -0.9916 -1.2955
C3 1.4628 -1.2050 -0.4021
C4 1.5560 -2.2877 0.4470
N1 -0.8912 1.1207 -0.2496
C5 -0.4991 2.0788 -1.2425
N2 0.8530 2.5486 -1.0162
H1 -1.0513 -0.9312 0.3019
H2 -1.9002 -0.4312 -1.1490
H3 -0.0907 -2.0220 -1.4429
H4 0.3289 -0.3983 -2.2158
H5 2.2431 -0.4440 -0.5266
H6 2.2154 -2.5175 1.2759
H7 0.6871 -2.9384 0.5248
H8 -0.7404 1.4499 0.6907
H9 -1.1940 2.9294 -1.3115
H10 -0.6170 1.6317 -2.2452
H11 1.0726 3.4900 -1.3090
H12 1.6560 1.9348 -1.0743
H13 -1.0357 -1.9154 3.3437
H14 -2.0552 -1.0422 2.9647
O1 -1.3607 -1.0577 3.6286



[3]
Here is a 4-piece molecular cluster, C5H14N2O overall from the Open Molecules 2025 dataset. Energies are from ωB97M-V with the def2-TZVPD basis set.

Positions of all 22 atoms, in Å:
C1 -0.6384 -1.1176 -0.7050
O1 -0.1337 0.6904 -2.7285
C2 0.5981 -0.4981 0.0535
C3 -0.7115 0.1547 0.2012
C4 -1.4665 0.0318 1.4850
C5 -0.0137 -0.5702 3.2332
N1 -0.8064 -1.0651 2.1180
N2 1.6473 0.2150 -0.7821
H1 -0.6581 -2.1649 -0.3638
H2 -0.5592 -1.0644 -1.8500
H3 -0.5112 1.4492 -3.1830
H4 0.9929 -1.0281 0.8805
H5 1.7523 2.3585 -4.5671
H6 -0.8914 1.0250 -0.4789
H7 -1.2545 0.9140 2.0887
H8 -2.5888 -0.2552 1.3771
H9 0.6420 -1.2799 3.7404
H10 -0.7463 -0.2021 4.0749
H11 0.7391 0.1264 3.0055
H12 1.0027 2.2707 -4.9431
H13 1.1377 0.4542 -1.6225
H14 2.4675 -0.4443 -1.0340



[4]
Here is a 3-piece molecular cluster, C5H14N2O overall from the Open Molecules 2025 dataset. Energies are from ωB97M-V with the def2-TZVPD basis set.

Positions of all 22 atoms, in Å:
C1 -0.1184 0.4700 -0.5473
C2 0.4512 -0.6649 1.5337
C3 -0.2950 -0.9397 -0.5817
C4 1.5033 0.2783 2.0498
C5 -1.1274 -0.8135 -2.5333
N1 0.9116 1.0590 -1.2162
N2 -1.0623 1.2661 0.0047
O1 -0.8372 -0.4616 2.1367
H1 -0.7839 -0.2047 3.0687
H2 0.7476 -1.7112 1.6631
H3 1.3988 0.4861 -1.8863
H4 0.8215 2.0244 -1.4903
H5 -1.6387 0.8132 0.7125
H6 -0.8769 2.2547 0.0689
H7 -1.1696 -1.3739 -0.1345
H8 0.5262 -1.5625 -0.8879
H9 2.4658 0.0676 1.5776
H10 1.2484 1.3214 1.8330
H11 1.6466 0.2098 3.1433
H12 -1.5935 -1.7944 -2.6183
H13 -1.8773 -0.0267 -2.6139
H14 -0.3409 -0.6975 -3.2823



[5]
Here is a 3-piece molecular cluster, C5H14N2O overall from the Open Molecules 2025 dataset. Energies are from ωB97M-V with the def2-TZVPD basis set.

Positions of all 22 atoms, in Å:
C1 -1.1677 -0.1271 0.4194
C2 1.3266 -0.3329 -0.2952
C3 0.8137 0.2750 0.8510
C4 -1.5901 0.2529 -0.9822
C5 1.5518 0.4072 -1.5739
N1 -1.8174 0.6673 1.3869
N2 -1.3583 -1.4852 0.7959
O1 3.0047 0.1373 0.7622
H1 3.1818 -0.6081 1.3536
H2 1.3200 -1.4178 -0.3436
H3 -1.5172 0.4547 2.3310
H4 -1.7401 1.6606 1.2114
H5 -2.3267 -1.6562 1.0613
H6 -1.0823 -2.1323 0.0695
H7 0.8051 -0.2790 1.7816
H8 0.8298 1.3571 0.9131
H9 -2.6842 0.2045 -1.0717
H10 -1.1831 -0.4377 -1.7201
H11 -1.2824 1.2701 -1.2348
H12 1.3395 1.4726 -1.4679
H13 0.9698 -0.0004 -2.4046
H14 2.6068 0.3172 -1.8429



[6]
Here is a 2-piece molecular cluster, C5H14N2O overall from the Open Molecules 2025 dataset. Energies are from ωB97M-V with the def2-TZVPD basis set.

Positions of all 22 atoms, in Å:
C1 0.2437 1.3537 0.3546
C2 -1.6593 -1.6759 -0.2842
C3 -1.0558 1.7470 0.3682
C4 1.1917 1.8678 -0.6944
C5 0.8746 0.7619 1.5868
N1 -0.4942 -1.4032 -1.2019
N2 0.8184 -1.7356 -0.6821
O1 -1.2902 -2.5917 0.7208
H1 -0.3165 -2.5545 0.6767
H2 -0.6581 -0.5616 -1.7579
H3 1.0387 -2.7346 -0.7606
H4 1.5484 -1.2835 -1.2431
H5 -2.5071 -2.0610 -0.8556
H6 -2.0071 -0.7648 0.2045
H7 -1.4826 2.2989 -0.4633
H8 -1.6948 1.5289 1.2188
H9 0.7070 1.8844 -1.6768
H10 2.0783 1.2289 -0.7653
H11 1.5284 2.8802 -0.4557
H12 0.1443 0.1986 2.1773
H13 1.6832 0.0769 1.3121
H14 1.3090 1.5391 2.2213



[7]
Here is C5H14N2O as an isolated structure from the Open Molecules 2025 dataset. Energies are from ωB97M-V with the def2-TZVPD basis set.

Positions of all 22 atoms, in Å:
N1 2.5125 -0.3423 1.4206
C1 1.4796 -0.4550 0.3987
C2 2.0012 0.3655 -0.8095
O1 3.0083 -0.4147 -1.4272
C3 0.1148 0.1257 0.7889
N2 -0.9293 0.0159 -0.5392
C4 -2.2360 0.3134 0.1120
C5 -3.3486 -0.2290 -0.7797
H1 3.0664 -1.1540 1.6003
H2 2.1342 -0.1050 2.3277
H3 1.3148 -1.4780 0.0579
H4 2.2971 1.3231 -0.3690
H5 1.1529 0.5201 -1.4821
H6 3.2386 0.0503 -2.2399
H7 0.3009 1.0231 1.3989
H8 -0.3632 -0.5772 1.4703
H9 -0.3568 0.7966 -0.3223
H10 -2.3094 1.3997 0.2302
H11 -2.2757 -0.1900 1.0844
H12 -3.0923 -1.2727 -0.9506
H13 -3.3935 0.3904 -1.6758
H14 -4.3164 -0.1058 -0.2947



[8]
Here is one molecule with the formula C5H14N2O from the Open Molecules 2025 dataset. Energies are from ωB97M-V with the def2-TZVPD basis set.

Positions of all 22 atoms, in Å:
C1 1.8460 0.4718 0.9826
N1 1.0835 0.4091 -0.2411
C2 -0.3103 0.7925 -0.1491
C3 -1.0848 0.3720 -1.3974
C4 -2.2491 1.3149 -1.6678
O1 -1.5238 -0.9696 -1.3388
C5 1.9091 -0.7904 1.8427
N2 0.6426 -1.5630 1.8776
H1 2.8629 0.7601 0.7164
H2 1.4117 1.2508 1.6151
H3 1.1613 -0.4864 -0.7057
H4 -0.8124 0.4160 0.7062
H5 -0.4037 1.8853 -0.1034
H6 -0.3876 0.4392 -2.2260
H7 -1.9446 2.3507 -1.8443
H8 -2.8724 1.3514 -0.7627
H9 -2.8560 1.0336 -2.5275
H10 -2.4124 -1.0349 -0.9737
H11 2.1933 -0.4928 2.8579
H12 2.7051 -1.4578 1.4971
H13 0.6701 -2.1161 2.7268
H14 -0.1220 -0.9092 2.0103



[9]
Here is one molecule with the formula C5H14N2O from the Open Molecules 2025 dataset. Energies are from ωB97M-V with the def2-TZVPD basis set.

Positions of all 22 atoms, in Å:
C1 -1.9815 -0.5654 -1.1214
N1 -0.6391 -0.9578 -0.7952
C2 0.3334 0.0733 -0.4702
C3 0.6036 0.1544 1.0279
C4 -0.5454 0.6386 1.8960
N2 -1.6026 -0.3565 2.1328
C5 1.6730 -0.1291 -1.2170
O1 2.3570 1.1269 -1.3673
H1 -2.0917 0.0240 -2.0390
H2 -2.5925 -1.4549 -1.0396
H3 -2.3330 0.0556 -0.2880
H4 -0.1998 -1.7050 -1.3077
H5 0.0255 1.0628 -0.8341
H6 1.0084 -0.8012 1.4068
H7 1.4721 0.7871 1.2639
H8 -0.1453 1.0089 2.8397
H9 -1.0037 1.5229 1.4331
H10 -1.2808 -1.2432 1.8075
H11 -1.7972 -0.4370 3.1175
H12 2.4090 -0.6747 -0.6282
H13 1.3888 -0.4941 -2.2040
H14 1.9594 1.7212 -2.0046



[10]
Here is a 2-piece molecular cluster, C5H14N2O overall from the Open Molecules 2025 dataset. Energies are from ωB97M-V with the def2-TZVPD basis set.

Positions of all 22 atoms, in Å:
C1 1.0149 -0.9181 -1.4825
C2 0.5738 0.5256 -1.2569
C3 -0.9451 0.6504 -1.0871
C4 -1.4976 -0.0685 0.1260
N1 -0.7855 0.1583 1.3934
C5 0.3839 -0.7168 1.6459
N2 0.3065 -1.9749 0.8915
H1 2.1223 -1.0089 -1.5477
H2 0.7049 -1.6086 -0.4487
H3 0.4815 -1.3568 -2.3032
H4 0.9450 1.1744 -2.0629
H5 1.0622 0.8759 -0.3701
H6 -1.4700 0.3196 -1.9941
H7 -1.1777 1.7374 -1.0016
H8 -2.5666 0.2203 0.2897
H9 -1.4852 -1.1804 -0.0360
H10 1.3051 -0.0886 1.4755
H11 0.4027 -0.9036 2.7554
H12 0.8214 -2.6989 1.3835
H13 -0.5384 1.1597 1.3963
H14 0.2327 3.1151 1.4795
O1 0.1092 2.5875 0.7542



[11]
Here is one molecule with the formula C5H14N2O from the Open Molecules 2025 dataset. Energies are from ωB97M-V with the def2-TZVPD basis set.

Positions of all 22 atoms, in Å:
N1 0.8975 -0.2466 2.6718
C1 0.2393 -0.5898 1.4066
C2 -1.3201 -0.6551 1.5030
O1 -1.8319 -0.3400 2.7900
C3 0.6290 0.4435 0.3488
N2 0.3179 -0.0817 -0.9787
C4 0.6886 0.8148 -2.0655
C5 -0.1213 0.5470 -3.3345
H1 1.0225 -1.0607 3.2572
H2 0.3060 0.3754 3.2117
H3 0.6145 -1.5595 1.0943
H4 -1.7382 0.0621 0.8034
H5 -1.6841 -1.6315 1.1740
H6 -1.7369 -1.1320 3.3504
H7 -0.0187 1.3095 0.4562
H8 1.6564 0.7732 0.5123
H9 0.8086 -0.9596 -1.1012
H10 0.5110 1.8275 -1.7303
H11 1.7513 0.8053 -2.3217
H12 0.4671 0.6859 -4.2394
H13 -0.4133 -0.4991 -3.3758
H14 -1.0456 1.1116 -3.4329



[12]
Here is C5H14N2O as an isolated structure from the Open Molecules 2025 dataset. Energies are from ωB97M-V with the def2-TZVPD basis set.

Positions of all 22 atoms, in Å:
C1 -0.9267 0.1645 -0.7027
C2 0.8313 0.9886 -0.3667
C3 -1.0106 0.3191 -2.2206
C4 -1.8475 1.1381 0.0311
N1 1.1942 1.1853 0.9269
H1 -1.3883 -0.8148 -0.5047
H2 1.4428 0.3174 1.4340
H3 0.6419 1.8466 1.4542
H4 0.6200 1.8993 -0.9185
H5 1.4847 0.3024 -0.8966
H6 -0.7864 1.3386 -2.5446
H7 -1.7496 1.0178 1.1119
H8 -1.6349 2.1795 -0.2264
H9 -0.3160 -0.3581 -2.7203
H10 -2.0159 0.0900 -2.5806
H11 -2.8942 0.9567 -0.2221
C5 1.9612 -2.5280 2.1164
O1 0.5452 -1.8169 0.5256
N2 1.5114 -1.5487 1.4426
H12 0.0324 -0.8229 0.0078
H13 2.7208 -2.3131 2.8544
H14 1.5840 -3.5413 1.9988



What did we get for molecular weight? Answer: 102.2; 118.2; 118.2; 118.2; 118.2; 118.2; 118.2; 118.2; 118.2; 118.2; 118.2; 118.2 g mol⁻¹, in the order shown.
What did we get for calculated total energy? Answer: -307.760329; -383.530877; -383.270070; -383.480967; -383.516110; -383.554526; -383.524094; -383.627903; -383.615877; -383.386664; -383.627473; -383.495012 Ha, in the order shown.